[1]
An isolated molecule of C7H12FN in a non-equilibrium geometry. Source: the Open Molecules 2025 dataset; level of theory: ωB97M-V/def2-TZVPD.

Geometry as XYZ:
```
21
Properties=species:S:1:pos:R:3:forces:R:3:nbo_charge:R:1
C -0.465 -0.681 -0.145 -1.90 0.25 0.53 -0.135
C 0.691 0.120 -0.195 2.57 -0.85 0.26 -0.056
C 1.734 -0.400 0.505 -0.96 0.24 2.25 -0.163
C -2.329 0.875 0.180 1.45 1.79 -1.01 0.181
C 0.838 1.190 -1.180 0.63 1.86 -2.47 -0.650
C 3.086 0.152 0.703 1.03 -2.08 -4.53 -0.651
C -2.703 -1.403 0.371 1.33 -0.62 -2.02 -0.395
N -1.713 -0.308 0.119 -1.06 0.09 -0.72 -0.259
F -1.606 1.971 -0.395 -1.08 -1.62 1.06 -0.376
H -0.250 -1.637 0.201 -0.10 -1.79 0.35 0.184
H 1.582 -1.196 1.287 -0.56 0.48 -1.22 0.182
H -3.382 0.981 -0.027 0.00 -0.17 0.02 0.161
H 0.846 2.193 -0.702 -1.00 -0.44 -0.36 0.238
H 0.020 1.045 -2.047 2.10 0.82 1.99 0.230
H 1.906 1.296 -1.608 -1.52 -0.97 0.23 0.216
H 3.260 0.914 1.365 0.14 1.67 1.94 0.221
H 3.408 0.511 -0.309 -0.02 0.32 0.65 0.203
H 3.771 -0.704 0.806 -0.02 0.40 0.70 0.212
H -2.945 -1.914 -0.624 0.52 0.70 1.34 0.216
H -2.159 -2.117 1.016 -1.07 0.36 0.07 0.221
H -3.589 -0.889 0.679 -0.49 -0.44 0.96 0.219
```
Forces are in eV/Å.

Values from the calculation:
Orbital gap (spin up / spin down) = 7.5 / 7.5 eV
LUMO energy (spin up / spin down) = 0.797 / 0.793 eV
Energy above the lowest of the compared OMol25 structures with the same formula, charge and spin = 333.80 kJ/mol
Total charge = 0
HOMO level (spin up / spin down) = -6.69 / -6.69 eV

---

[2]
A 2-piece molecular cluster, C7H12FN2O overall in a non-equilibrium geometry. Source: the Open Molecules 2025 dataset; level of theory: ωB97M-V/def2-TZVPD.

Geometry as XYZ:
```
23
Properties=species:S:1:pos:R:3:forces:R:3:nbo_charge:R:1
C -1.372 1.224 0.124 -0.76 2.87 -2.44 0.302
C -1.750 0.784 1.289 -0.02 -1.96 1.35 -0.478
C 0.356 -2.435 -1.536 -1.86 -1.24 3.08 -0.360
C 0.836 -2.468 -0.102 0.20 1.18 -2.46 -0.333
C -0.055 -1.294 -0.550 -3.21 -0.83 1.00 -0.365
C 0.563 -0.011 -0.640 1.31 0.62 0.26 0.328
C 2.256 1.269 1.601 0.43 0.15 -0.96 0.726
N -0.013 1.152 -0.446 -2.71 -3.22 0.77 -0.494
N -2.241 2.017 -0.669 -1.40 0.51 1.03 -0.845
O 1.711 0.225 1.765 0.94 1.92 0.69 -0.505
F 2.630 1.618 0.305 -0.04 -0.20 0.09 -0.390
H -2.774 0.953 1.588 -0.01 0.13 0.06 0.233
H -1.227 0.003 1.834 0.28 0.55 0.12 0.230
H 0.783 -2.382 -2.479 1.72 0.91 -1.16 0.249
H -0.435 -3.190 -1.626 -0.19 0.67 0.03 0.244
H 0.448 -3.213 0.539 -0.48 -0.41 0.58 0.250
H 1.803 -2.109 0.093 1.29 -0.06 0.39 0.220
H -1.149 -1.313 -0.124 2.28 0.12 -1.30 0.276
H 1.673 0.014 -0.738 -1.06 0.07 -0.76 0.254
H 2.640 2.213 2.109 -0.88 -1.64 0.70 0.191
H 0.382 2.027 -0.631 1.30 1.21 -0.23 0.437
H -3.191 2.393 -0.232 3.19 -1.19 -1.34 0.431
H -1.873 2.522 -1.472 -0.32 -0.16 0.49 0.400
```
Forces are in eV/Å.

Values from the calculation:
Orbital gap = 8.2 eV
LUMO energy = -4.246 eV
Energy above the lowest of the compared OMol25 structures with the same formula, charge and spin = 86.02 kJ/mol
Total charge = +1
HOMO level = -12.43 eV

---

[3]
An isolated molecule of C7H12FN5. Source: the Open Molecules 2025 dataset; level of theory: ωB97M-V/def2-TZVPD.

Geometry as XYZ:
```
25
Properties=species:S:1:pos:R:3:forces:R:3:nbo_charge:R:1
C 1.728 2.755 0.968 -0.03 0.05 -0.19 -0.425
N 2.879 1.883 1.148 0.09 -0.03 0.08 -0.606
C 2.996 0.847 0.144 -0.05 -0.06 -0.08 -0.264
C 1.761 -0.009 -0.013 -0.11 -0.09 0.04 0.305
N 1.278 -0.590 1.086 0.22 0.16 0.03 -0.196
N 0.201 -1.314 0.977 -0.27 -0.08 0.00 -0.191
C -0.355 -1.432 -0.233 0.26 -0.08 -0.10 0.324
C -1.570 -2.297 -0.353 -0.06 -0.05 -0.01 -0.487
C -2.820 -1.596 -0.879 -0.01 0.07 -0.08 0.225
C -2.981 -0.160 -0.426 -0.02 -0.06 0.13 -0.655
F -2.794 -1.610 -2.277 -0.01 0.01 0.02 -0.370
N 0.137 -0.862 -1.335 -0.25 -0.13 -0.01 -0.180
N 1.209 -0.129 -1.221 0.22 0.15 0.02 -0.186
H 1.640 3.001 -0.094 0.02 0.03 0.07 0.196
H 0.771 2.315 1.281 0.03 -0.01 0.00 0.170
H 1.876 3.691 1.507 -0.03 -0.06 0.06 0.207
H 2.873 1.460 2.068 -0.03 0.06 -0.02 0.365
H 3.214 1.289 -0.831 -0.01 0.01 0.05 0.215
H 3.831 0.195 0.410 0.00 0.03 -0.02 0.223
H -1.357 -3.132 -1.027 0.01 0.04 0.04 0.251
H -1.775 -2.709 0.635 -0.01 0.04 -0.02 0.240
H -3.691 -2.192 -0.597 0.02 -0.01 0.05 0.169
H -3.999 0.186 -0.596 0.04 0.02 -0.04 0.226
H -2.295 0.479 -0.982 0.02 -0.01 0.01 0.229
H -2.756 -0.068 0.641 -0.05 -0.01 -0.04 0.217
```
Forces are in eV/Å.

Values from the calculation:
Orbital gap = 8.5 eV
SMILES string = CNCc1nnc(C[C@@H](C)F)nn1
LUMO energy = -0.695 eV
Total charge = 0
HOMO level = -9.24 eV

---

[4]
C7H12FNO2 as an isolated structure in a non-equilibrium geometry. Source: the Open Molecules 2025 dataset; level of theory: ωB97M-V/def2-TZVPD.

Geometry as XYZ:
```
23
Properties=species:S:1:pos:R:3:forces:R:3:nbo_charge:R:1
C 3.752 -1.480 0.334 0.01 -0.03 -0.01 1.028
C 0.375 -0.891 -0.932 0.11 0.22 0.10 -0.471
C -0.085 -2.301 -0.634 -0.12 -0.22 0.15 -0.473
C -0.266 -1.223 0.364 -4.07 1.73 0.61 0.368
C -2.886 -0.459 -0.431 -0.17 0.07 0.06 -0.679
C -2.198 -0.171 2.004 -0.14 0.11 0.20 -0.449
C -2.015 -0.513 0.755 4.46 -1.87 -1.05 0.069
N 4.442 2.897 0.361 0.04 0.01 0.02 -1.072
O 3.728 -2.592 0.067 -0.08 -1.64 -0.35 -0.507
O 3.781 -0.364 0.583 0.05 1.63 0.41 -0.522
F 0.475 -1.220 1.502 0.19 -0.10 -0.05 -0.349
H 1.436 -0.686 -0.941 0.05 -0.05 0.09 0.218
H -0.179 -0.309 -1.651 -0.11 0.07 -0.04 0.219
H -0.953 -2.674 -1.155 -0.12 -0.01 -0.01 0.220
H 0.666 -3.053 -0.439 0.12 0.03 0.07 0.234
H -3.109 -1.463 -0.790 -0.04 -0.05 -0.07 0.224
H -3.821 0.038 -0.178 -0.12 0.02 -0.08 0.225
H -2.406 0.091 -1.239 -0.02 0.04 -0.08 0.221
H -1.430 -0.289 2.748 0.22 -0.06 0.08 0.222
H -3.134 0.249 2.338 -0.23 0.08 -0.01 0.200
H 4.415 2.792 -0.646 -0.03 0.00 0.04 0.353
H 3.648 3.466 0.629 0.02 -0.03 -0.03 0.355
H 4.304 1.978 0.763 -0.03 0.05 -0.04 0.366
```
Forces are in eV/Å.

Values from the calculation:
Orbital gap = 10.4 eV
LUMO energy = 0.573 eV
Energy above the lowest of the compared OMol25 structures with the same formula, charge and spin = 61.90 kJ/mol
Total charge = 0
HOMO level = -9.79 eV

---

[5]
C7H12HgN4O3S as an isolated structure in a non-equilibrium geometry. Source: the Open Molecules 2025 dataset; level of theory: ωB97M-V/def2-TZVPD.

Geometry as XYZ:
```
28
Properties=species:S:1:pos:R:3:forces:R:3:nbo_charge:R:1
Hg 0.000 0.000 0.000 -0.48 -2.43 0.70 1.552
O 1.923 -0.218 0.459 4.59 -0.69 0.32 -0.737
C 2.944 -0.372 -0.245 -0.42 0.06 0.28 0.730
O 0.559 -0.135 -1.900 1.85 -0.22 -4.15 -0.734
C 1.705 -0.202 -2.344 -0.18 0.00 -0.81 0.950
O 1.935 -0.198 -3.632 0.06 -0.01 0.54 -0.401
N 2.885 -0.307 -1.622 -0.26 0.16 0.13 -0.458
C 3.371 -0.186 -3.901 -0.19 0.03 -0.03 -0.084
C 4.023 -0.475 -2.549 0.08 -0.10 0.07 -0.245
H 3.610 0.797 -4.294 0.01 0.06 -0.01 0.227
H 3.565 -0.943 -4.650 0.01 -0.05 -0.02 0.244
H 4.813 0.233 -2.326 0.04 0.04 0.03 0.244
H 4.410 -1.488 -2.485 0.02 -0.06 0.06 0.243
C 4.243 -0.628 0.354 0.43 -0.21 0.37 -0.380
C 4.382 -1.437 1.406 -0.21 0.30 -0.16 -0.176
H 5.114 -0.163 -0.083 0.07 0.00 -0.22 0.250
H 3.536 -1.934 1.859 -0.09 -0.03 0.03 0.219
H 5.355 -1.628 1.834 0.06 -0.01 -0.02 0.241
N -0.949 1.625 0.561 -2.40 4.62 1.41 -0.767
N -2.146 1.176 1.124 -2.76 -1.84 1.24 -0.463
C -2.515 -0.217 1.251 -2.96 1.34 1.41 0.262
N -3.778 -0.531 1.814 2.52 1.83 -1.08 -0.752
S -1.549 -1.477 0.787 -1.13 -1.81 0.56 -0.139
H -1.177 2.236 -0.256 0.28 -0.30 0.92 0.433
H -0.424 2.165 1.285 -0.55 -0.24 -0.81 0.433
H -2.813 1.883 1.467 0.63 -0.54 -0.33 0.424
H -4.077 -1.511 1.922 0.48 0.88 -0.19 0.456
H -4.416 0.218 2.118 0.49 -0.76 -0.24 0.428
```
Forces are in eV/Å.

Values from the calculation:
Orbital gap = 9.5 eV
LUMO energy = -6.814 eV
Energy above the lowest of the compared OMol25 structures with the same formula, charge and spin = 221.57 kJ/mol
Total charge = +2
HOMO level = -16.31 eV

---

[6]
A 3-piece molecular cluster, C7H12INO2 overall in a non-equilibrium geometry. Source: the Open Molecules 2025 dataset; level of theory: ωB97M-V/def2-TZVPD.

Geometry as XYZ:
```
23
Properties=species:S:1:pos:R:3:forces:R:3:nbo_charge:R:1
C 1.765 0.705 -4.146 1.82 -0.34 -0.38 1.023
C -0.591 0.332 -0.353 -2.96 -1.28 -1.23 -0.317
C 0.301 1.403 0.158 0.94 0.69 0.02 -0.008
C 0.520 2.558 -0.831 0.87 -0.02 0.98 -0.647
C -1.600 -1.806 0.026 3.16 -0.76 1.40 -0.444
C 0.884 1.263 1.365 1.30 1.47 -1.24 -0.405
C 1.227 -1.867 0.195 -3.72 0.92 0.74 -0.459
N -0.628 -0.814 0.510 3.10 -1.93 -0.25 -0.359
O 0.702 0.985 -3.885 -3.22 0.78 0.65 -0.508
O 2.850 0.441 -4.406 1.40 -0.42 -0.38 -0.515
I 1.483 -2.038 -1.862 -0.01 -0.45 0.38 0.157
H -1.712 0.631 -0.260 1.52 0.20 -0.44 0.219
H -0.533 0.001 -1.519 0.41 1.10 2.27 0.190
H 1.253 3.356 -0.643 -0.33 -0.27 1.06 0.221
H -0.370 3.033 -1.166 -1.14 0.37 0.20 0.218
H 0.918 2.207 -1.734 0.49 -1.20 -1.42 0.216
H -1.486 -2.696 0.730 -0.41 0.89 -1.31 0.202
H -2.527 -1.351 0.169 -1.91 0.44 -0.15 0.203
H -1.319 -1.996 -1.012 -0.77 -0.62 -0.21 0.181
H 0.701 0.423 2.018 -0.04 0.03 -0.10 0.225
H 1.729 1.977 1.595 -1.31 -0.67 0.15 0.198
H 1.977 -1.242 0.584 0.68 0.89 0.41 0.195
H 1.004 -2.712 0.876 0.13 0.21 -1.15 0.216
```
Forces are in eV/Å.

Values from the calculation:
Orbital gap = 8.9 eV
LUMO energy = 0.264 eV
Energy above the lowest of the compared OMol25 structures with the same formula, charge and spin = 292.49 kJ/mol
Total charge = 0
HOMO level = -8.68 eV

---

[7]
C7H12InO2Sn as an isolated structure in a non-equilibrium geometry. Source: the Open Molecules 2025 dataset; level of theory: ωB97M-V/def2-TZVPD.

Geometry as XYZ:
```
23
Properties=species:S:1:pos:R:3:forces:R:3:lowdin_charge:R:1
C -2.035 -3.079 0.809 -1.45 -3.30 0.69 -0.350
C -2.109 -2.325 -0.200 1.01 1.07 -0.10 -0.214
C -2.076 -1.464 -1.205 -1.63 -1.18 -0.82 -0.096
In -0.498 -0.053 -0.157 1.57 1.17 1.11 0.803
C -1.485 1.668 0.739 -0.09 -0.86 -0.45 -0.216
C 1.193 0.352 -1.575 -0.97 -0.36 0.12 -0.246
O 1.627 1.681 -1.406 0.00 0.16 -0.24 -0.080
C 2.600 1.940 -0.485 0.24 0.15 -0.31 -0.536
C 2.434 1.342 0.865 -0.09 -0.21 0.05 0.001
O 3.501 2.657 -0.790 0.09 0.28 0.00 0.157
H -1.485 -3.250 1.722 1.76 2.59 0.66 -0.111
H -1.703 -1.831 -2.148 0.61 0.08 -0.21 0.107
H -2.968 -0.869 -1.320 -0.08 0.62 0.12 0.108
H 0.173 -1.032 1.172 -0.27 -0.33 -0.15 -0.041
H -0.760 2.460 0.820 0.26 0.30 -0.07 -0.016
H -1.814 1.379 1.722 -0.19 0.00 0.40 -0.023
H -2.323 1.989 0.147 -0.36 0.34 -0.14 -0.024
H 0.838 0.269 -2.585 -0.06 0.06 -0.46 0.050
H 1.987 -0.364 -1.440 0.37 -0.24 0.16 0.063
H 2.498 0.265 0.837 0.13 -0.42 -0.05 0.067
H 3.205 1.731 1.502 0.25 0.13 0.31 0.097
H 1.458 1.572 1.266 -0.33 0.22 0.20 0.062
Sn -2.257 -5.037 1.710 -0.76 -0.28 -0.81 1.438
```
Forces are in eV/Å.

Values from the calculation:
Orbital gap = 3.8 eV
LUMO energy = -7.069 eV
Total charge = +1
HOMO level = -10.90 eV

---

[8]
A 2-piece molecular cluster, C7H12N overall in a non-equilibrium geometry. Source: the Open Molecules 2025 dataset; level of theory: ωB97M-V/def2-TZVPD.

Geometry as XYZ:
```
20
Properties=species:S:1:pos:R:3:forces:R:3:nbo_charge:R:1
C 0.846 -0.118 1.735 0.20 0.53 0.82 -0.483
C 0.551 -0.760 0.659 -0.30 -0.52 -1.13 0.038
C -1.228 2.588 0.763 -0.99 -0.15 0.38 -0.211
C -0.398 2.419 -0.435 1.04 -0.19 2.67 0.315
C 1.282 -1.813 -1.440 0.25 -0.06 0.00 -0.631
C -1.108 -2.053 -0.600 -0.20 -0.16 0.12 -0.634
C 0.267 -1.498 -0.392 -0.03 0.69 0.36 -0.018
N 0.230 2.670 0.659 -1.02 0.29 -2.54 -0.398
H 1.176 -0.613 2.635 0.07 -0.13 0.14 0.240
H -1.799 3.500 0.890 0.11 0.11 -0.12 0.239
H -1.616 1.721 1.288 0.18 -0.08 -0.05 0.248
H -0.261 2.197 -1.468 0.26 0.11 -0.59 0.280
H 1.322 -2.890 -1.600 0.04 -0.08 -0.03 0.237
H 0.986 -1.359 -2.386 0.01 -0.01 -0.09 0.220
H 2.272 -1.458 -1.166 0.06 -0.01 -0.03 0.229
H -1.332 -2.127 -1.662 -0.07 0.03 -0.05 0.224
H -1.872 -1.456 -0.105 -0.03 -0.05 0.00 0.219
H -1.150 -3.062 -0.186 -0.06 -0.05 -0.05 0.241
H 1.045 3.146 1.012 0.45 -0.09 0.14 0.478
H 0.787 0.968 1.800 0.03 -0.19 0.07 0.169
```
Forces are in eV/Å.

Values from the calculation:
Orbital gap = 6.7 eV
LUMO energy = -5.763 eV
Energy above the lowest of the compared OMol25 structures with the same formula, charge and spin = 470.74 kJ/mol
Total charge = +1
HOMO level = -12.47 eV

---

Question: What is the total charge in the second record?
Answer: +1

---

Question: total charge of number 1 (C7H12FN)?
Answer: 0

---

Question: Which of these has the highest total charge?
Answer: C7H12HgN4O3S